one.
Density functional theory data (ωB97M-V with the def2-TZVPD basis set) for a cluster of 11 separate species, C44H121N11O11 in total.

Summary:
gap between HOMO and LUMO = 0.339 Eh
LUMO = 0.0138 Eh
structure (SMILES) = COC[C@H](C)N.COC[C@H](C)N.COC[C@H](C)N.COC[C@H](C)N.COC[C@H](C)N.COC[C@H](C)N.COC[C@H](C)N.COC[C@H](C)N.COC[C@H](C)N.COC[C@H](C)N.COC[C@H](C)N
total charge = 0

XYZ file:
```
187
Properties=species:S:1:pos:R:3:mulliken_charge:R:1
C 0.807 -2.688 -6.201 -0.7796
O 0.005 -1.639 -5.723 -0.1655
C -1.360 -1.821 -6.113 -0.7748
C -2.216 -0.695 -5.554 0.3136
C -2.199 -0.644 -4.013 -0.6579
N -3.570 -0.846 -6.093 -0.7939
H 0.738 -2.899 -7.274 0.3697
H 0.680 -3.617 -5.641 0.2539
H 1.860 -2.424 -6.087 0.2333
H -1.338 -1.762 -7.205 0.4241
H -1.678 -2.799 -5.735 0.1243
H -1.830 0.265 -5.905 0.3958
H -2.743 0.271 -3.750 0.2303
H -1.195 -0.506 -3.616 0.0061
H -2.784 -1.481 -3.629 0.1937
H -4.099 -1.458 -5.475 0.3001
H -4.048 0.042 -5.969 0.3292
C 2.675 2.912 -3.103 -0.3860
O 1.600 2.297 -2.338 -0.0606
C 0.332 2.887 -2.568 -0.2905
C 0.005 4.134 -1.694 0.5397
C -1.479 4.405 -1.603 -0.7270
N 0.624 5.369 -2.251 -0.7179
H 3.497 2.232 -2.886 -0.2658
H 2.881 3.956 -2.911 0.2806
H 2.436 2.714 -4.150 0.3604
H 0.046 3.179 -3.583 0.4664
H -0.405 2.155 -2.223 -0.3031
H 0.470 4.012 -0.707 0.1282
H -1.964 3.570 -1.095 -0.2239
H -1.911 4.576 -2.590 0.4763
H -1.604 5.333 -1.044 0.3113
H 1.578 5.113 -2.443 0.2186
H 0.641 6.144 -1.601 0.2753
C 0.862 -6.919 1.157 -0.8259
O 0.276 -5.733 1.659 -0.3346
C 1.151 -5.022 2.510 -0.4316
C 0.480 -3.794 3.111 0.6057
C 0.030 -2.816 2.026 -0.7474
N 1.426 -3.150 4.025 -0.5040
H 1.229 -7.531 1.985 0.3982
H 1.699 -6.768 0.466 0.2425
H 0.058 -7.386 0.590 0.2703
H 1.659 -5.709 3.202 0.4746
H 2.038 -4.620 1.990 -0.1534
H -0.343 -4.156 3.744 0.3401
H 0.941 -2.353 1.636 0.1415
H -0.503 -1.981 2.486 -0.0092
H -0.503 -3.336 1.234 0.1510
H 0.943 -2.270 4.197 0.0647
H 1.508 -3.712 4.862 0.2710
C 6.414 -6.207 -0.132 -0.6274
O 6.634 -4.843 0.124 -0.3243
C 6.511 -4.437 1.469 -1.0060
C 5.148 -3.740 1.642 1.1832
C 5.157 -2.342 1.016 -1.1777
N 4.675 -3.780 3.048 -0.6744
H 5.371 -6.481 0.054 0.2057
H 7.078 -6.829 0.475 0.3137
H 6.644 -6.430 -1.173 0.2525
H 6.413 -5.339 2.086 0.4155
H 7.381 -3.884 1.825 0.3409
H 4.350 -4.356 1.214 -0.1678
H 5.825 -1.713 1.607 0.3054
H 4.145 -1.930 1.088 0.2029
H 5.356 -2.353 -0.055 0.4092
H 3.751 -3.353 2.942 0.0404
H 5.132 -2.999 3.530 0.3132
C -3.501 -0.587 3.391 -0.9229
O -3.215 0.719 3.826 0.5613
C -3.709 1.156 5.095 -0.8850
C -3.515 2.667 5.037 1.3476
C -4.075 3.475 6.203 -1.7463
N -4.071 3.152 3.767 -0.3674
H -4.579 -0.779 3.414 0.3365
H -3.087 -1.417 3.976 0.2810
H -3.150 -0.755 2.376 0.0725
H -4.769 0.875 5.113 0.5624
H -3.203 0.559 5.860 0.2740
H -2.443 2.905 4.997 -0.5417
H -5.161 3.392 6.226 0.3842
H -3.861 4.530 6.013 0.3734
H -3.503 3.274 7.110 0.3847
H -3.584 3.992 3.411 0.2604
H -3.723 2.479 3.083 -0.2652
C 1.306 -5.882 -2.493 -0.3329
O 0.420 -5.821 -3.590 -0.4683
C -0.582 -4.827 -3.435 -0.2494
C -1.675 -5.123 -2.388 1.4907
C -2.507 -6.367 -2.604 -1.7520
N -2.503 -3.954 -2.082 -0.5600
H 1.946 -4.990 -2.509 0.1474
H 1.945 -6.760 -2.571 0.3662
H 0.824 -5.910 -1.513 0.0274
H -0.024 -3.898 -3.257 0.3643
H -0.995 -4.751 -4.444 -0.0535
H -1.123 -5.229 -1.441 -0.4619
H -1.877 -7.256 -2.649 0.3076
H -3.076 -6.290 -3.531 0.3463
H -3.140 -6.501 -1.725 0.4691
H -3.137 -4.148 -1.316 0.3184
H -1.928 -3.196 -1.727 -0.0585
C 2.549 -1.618 -1.762 -0.5440
O 1.319 -1.220 -1.251 0.3982
C 1.051 0.131 -0.901 -0.3137
C -0.037 0.117 0.151 1.5798
C -1.392 -0.306 -0.419 0.4017
N -0.211 1.489 0.690 0.5650
H 3.426 -1.306 -1.179 0.1000
H 2.767 -1.213 -2.760 0.2497
H 2.533 -2.706 -1.794 0.0142
H 1.984 0.663 -0.686 0.3431
H 0.655 0.574 -1.828 -0.4793
H 0.167 -0.724 0.810 -0.5366
H -1.659 0.354 -1.249 -0.6197
H -2.148 -0.267 0.364 -0.7813
H -1.332 -1.304 -0.857 -0.0893
H 0.668 1.556 1.204 0.2081
H -0.133 2.176 -0.056 -0.5312
C 5.707 0.808 -3.454 -0.8334
O 7.035 0.863 -3.904 -0.3263
C 7.317 1.873 -4.867 -0.5896
C 8.734 2.367 -4.549 0.4008
C 9.154 3.512 -5.467 -1.4082
N 9.713 1.299 -4.677 -0.7077
H 4.921 0.654 -4.201 0.3839
H 5.416 1.707 -2.899 0.3620
H 5.587 -0.016 -2.751 0.2334
H 7.197 1.501 -5.888 0.2942
H 6.662 2.751 -4.796 0.2877
H 8.700 2.677 -3.504 0.2781
H 10.133 3.813 -5.087 0.3531
H 8.486 4.370 -5.520 0.3803
H 9.386 3.156 -6.473 0.3237
H 9.431 0.589 -4.011 0.3120
H 9.824 0.849 -5.574 0.2379
C -2.080 4.222 1.684 0.5918
O -2.506 5.136 2.710 -0.4035
C -2.950 6.394 2.233 -0.8081
C -4.155 6.312 1.287 0.9555
C -4.678 7.677 0.847 -1.7011
N -5.355 5.578 1.749 -0.5711
H -2.867 3.976 0.977 -0.0326
H -1.649 3.354 2.180 -0.6587
H -1.214 4.683 1.200 0.3764
H -3.242 7.024 3.077 0.3885
H -2.158 6.941 1.707 0.3760
H -3.816 5.823 0.368 -0.0986
H -3.953 8.311 0.332 0.3796
H -5.008 8.261 1.712 0.3755
H -5.547 7.490 0.221 0.4165
H -5.010 4.674 2.066 0.1253
H -5.682 6.040 2.595 0.3087
C -8.603 1.573 0.790 -0.8304
O -7.308 1.776 0.265 -0.3527
C -6.238 1.572 1.176 -0.8871
C -5.067 0.900 0.505 2.3860
C -4.525 1.678 -0.717 -0.5959
N -5.483 -0.418 0.061 -0.7786
H -8.769 0.643 1.350 0.3457
H -9.203 1.464 -0.112 0.2995
H -8.890 2.369 1.481 0.3029
H -5.904 2.544 1.558 0.0524
H -6.648 1.033 2.035 0.6021
H -4.116 0.968 1.048 -0.9802
H -3.637 1.300 -1.224 -0.4641
H -4.091 2.646 -0.422 -0.1859
H -5.338 1.895 -1.413 0.4764
H -6.414 -0.533 -0.314 0.3181
H -4.886 -0.734 -0.695 0.1949
C 1.243 0.479 7.980 -0.7569
O 1.543 0.738 6.600 -0.4213
C 0.353 0.611 5.845 -0.8575
C 0.665 0.910 4.377 0.5559
C 0.766 2.391 4.071 -1.3230
N -0.448 0.335 3.612 0.6974
H 0.544 -0.359 8.019 0.3202
H 0.726 1.366 8.358 0.2887
H 2.148 0.310 8.555 0.2692
H 0.063 -0.450 5.856 0.4129
H -0.540 1.126 6.220 0.4090
H 1.525 0.326 4.037 0.4324
H 0.933 2.659 3.029 0.2691
H 1.680 2.806 4.523 0.4913
H -0.033 2.997 4.502 0.0681
H -0.582 0.706 2.672 -0.5012
H -1.321 0.552 4.088 -0.2773
```

=====

two.
Density functional theory data (ωB97M-V with the def2-TZVPD basis set) for a cluster of 11 separate species, C44H121N11O11 in total.

Summary:
gap between HOMO and LUMO = 0.321 Eh
LUMO = 0.0155 Eh
structure (SMILES) = COC[C@H](C)N.COC[C@H](C)N.COC[C@H](C)N.COC[C@H](C)N.COC[C@H](C)N.COC[C@H](C)N.COC[C@H](C)N.COC[C@H](C)N.COC[C@H](C)N.COC[C@H](C)N.COC[C@H](C)N
total charge = 0

XYZ file:
```
187
Properties=species:S:1:pos:R:3:mulliken_charge:R:1
C -1.811 -1.432 -6.130 -0.3275
O -1.641 -2.126 -7.334 -0.4252
C -2.022 -3.479 -7.219 -0.2000
C -2.416 -4.081 -8.676 0.2458
C -2.783 -5.564 -8.413 -1.4054
N -1.302 -4.027 -9.627 -0.7383
H -1.651 -0.371 -6.319 0.2790
H -1.059 -1.845 -5.458 -0.2630
H -2.838 -1.540 -5.780 0.4474
H -1.172 -4.026 -6.812 -0.0829
H -2.890 -3.584 -6.569 0.4617
H -3.316 -3.656 -9.121 0.3229
H -2.780 -6.136 -9.341 0.3992
H -3.737 -5.701 -7.905 0.3710
H -2.013 -6.081 -7.841 0.2492
H -1.606 -4.493 -10.470 0.2842
H -1.444 -3.076 -9.935 0.2711
C -0.967 5.360 5.745 -1.1515
O -0.659 4.472 4.697 0.0795
C 0.229 5.109 3.777 -1.2305
C 0.887 4.029 2.911 1.5053
C 2.018 4.600 2.015 -1.9534
N -0.039 3.395 2.010 1.1750
H -1.387 6.283 5.344 0.4557
H -0.189 5.593 6.472 0.2960
H -1.807 4.994 6.335 0.2572
H -0.336 5.766 3.116 0.3524
H 1.000 5.726 4.237 0.5430
H 1.415 3.285 3.508 -0.3469
H 1.645 5.480 1.491 0.3825
H 2.419 3.850 1.332 0.3142
H 2.826 4.962 2.650 0.4699
H 0.242 2.441 1.835 -0.6338
H -0.904 3.333 2.527 -0.2789
C -4.568 1.859 6.961 -0.3841
O -4.910 2.772 5.891 -0.4827
C -3.962 2.995 4.876 0.9154
C -4.588 3.939 3.822 0.2642
C -3.679 4.064 2.596 -0.3589
N -4.733 5.241 4.382 -0.7491
H -3.705 2.279 7.478 0.2912
H -4.338 0.889 6.520 -0.0615
H -5.434 1.793 7.619 0.2541
H -2.983 3.264 5.273 -0.2277
H -3.740 2.036 4.408 -0.5200
H -5.546 3.579 3.448 0.3872
H -2.684 4.474 2.770 -0.2640
H -4.301 4.598 1.877 0.5028
H -3.538 3.046 2.234 -0.1212
H -3.907 5.495 4.905 0.2441
H -5.488 5.224 5.054 0.3266
C 3.511 2.919 5.497 -0.4079
O 4.122 1.773 4.857 -0.4696
C 3.558 1.511 3.563 0.6136
C 4.032 0.239 2.963 0.1685
C 5.600 0.227 2.884 -1.5023
N 3.496 0.004 1.603 -0.6043
H 2.542 2.575 5.858 0.0504
H 3.545 3.850 4.930 0.2219
H 4.024 3.165 6.427 0.3347
H 2.475 1.415 3.493 -0.4814
H 3.765 2.363 2.916 0.2745
H 3.730 -0.625 3.555 0.1098
H 5.938 0.985 2.178 0.3380
H 5.866 -0.717 2.408 0.4798
H 6.032 0.333 3.879 0.3437
H 4.000 -0.777 1.208 0.2706
H 3.732 0.742 0.955 0.1977
C 1.143 -1.338 9.382 -0.7740
O 0.761 -0.533 8.273 -0.3495
C 0.672 -1.085 6.987 -0.8687
C 0.447 -0.090 5.850 1.3824
C -1.011 0.411 5.934 -1.5252
N 0.637 -0.937 4.673 -0.5566
H 0.395 -2.032 9.765 0.2942
H 1.308 -0.711 10.258 0.2490
H 2.059 -1.871 9.125 0.3100
H 1.676 -1.496 6.882 0.5959
H -0.102 -1.848 7.059 0.3062
H 1.139 0.740 5.991 -0.6281
H -1.290 1.018 5.073 0.1450
H -1.164 0.974 6.855 0.4590
H -1.721 -0.415 5.964 0.2556
H 0.001 -1.722 4.658 0.2424
H 1.497 -1.451 4.800 0.2752
C 4.936 -0.852 -4.303 -0.3618
O 6.160 -0.886 -3.488 -0.3795
C 7.355 -1.143 -4.201 -0.7233
C 8.452 -1.776 -3.268 0.3084
C 8.860 -0.783 -2.162 -1.2625
N 9.649 -1.907 -4.074 -0.7653
H 5.200 -0.181 -5.120 0.4635
H 4.046 -0.494 -3.787 0.0204
H 4.808 -1.817 -4.795 0.0594
H 7.165 -1.751 -5.085 0.3942
H 7.662 -0.172 -4.590 0.2643
H 8.154 -2.788 -2.996 0.3809
H 8.112 -0.552 -1.404 0.3045
H 9.157 0.150 -2.640 0.2801
H 9.692 -1.209 -1.602 0.3781
H 9.435 -2.427 -4.913 0.2786
H 9.764 -1.002 -4.507 0.3029
C 1.671 -0.409 -6.161 -1.0277
O 1.727 -1.697 -5.597 0.2891
C 2.026 -2.750 -6.497 -1.1724
C 2.123 -4.116 -5.759 1.9663
C 3.309 -4.058 -4.736 -1.8152
N 2.423 -5.210 -6.687 -0.7873
H 1.172 -0.319 -7.126 0.3545
H 2.685 -0.053 -6.339 0.3150
H 1.167 0.384 -5.609 0.2222
H 1.267 -2.766 -7.279 0.2591
H 2.964 -2.460 -6.969 0.4302
H 1.104 -4.255 -5.398 -0.7399
H 4.243 -3.892 -5.272 0.4769
H 3.393 -4.936 -4.095 0.5223
H 3.202 -3.225 -4.041 0.2964
H 2.830 -6.014 -6.231 0.2790
H 1.508 -5.449 -7.041 0.3155
C 0.218 -0.013 -2.779 -0.9844
O -0.288 -0.301 -1.478 0.0750
C 0.220 0.488 -0.479 -0.8145
C -0.083 -0.078 0.906 0.3022
C -1.552 0.092 1.225 -0.8667
N 0.710 0.553 1.891 0.3824
H 0.126 0.976 -3.228 0.4344
H -0.174 -0.693 -3.536 0.0917
H 1.298 -0.144 -2.852 0.3736
H 1.310 0.519 -0.503 0.5422
H -0.086 1.531 -0.561 -0.1274
H 0.138 -1.145 0.873 0.7153
H -1.778 -0.260 2.232 0.3750
H -2.108 -0.448 0.459 0.3885
H -1.815 1.142 1.098 -0.3238
H 1.708 0.417 1.815 -0.3488
H 0.445 0.102 2.755 -0.3174
C -4.113 2.961 -1.138 -0.4653
O -3.453 4.223 -0.944 -0.3919
C -2.146 4.286 -1.455 0.6421
C -1.545 5.661 -1.051 0.1197
C -0.207 5.987 -1.537 -1.6131
N -1.438 5.888 0.377 -0.6850
H -3.792 2.205 -0.422 -0.0579
H -3.827 2.449 -2.057 0.4285
H -5.190 3.125 -1.109 0.2719
H -1.517 3.535 -0.977 -0.7453
H -2.141 4.212 -2.542 0.4632
H -2.282 6.401 -1.365 0.4773
H -0.189 6.176 -2.611 0.3915
H 0.398 5.119 -1.277 0.2727
H 0.299 6.799 -1.015 0.4161
H -2.331 5.653 0.786 0.2994
H -0.764 5.192 0.659 0.1730
C -6.567 1.013 1.476 -0.4238
O -6.219 -0.066 2.318 -0.4334
C -4.889 -0.488 2.345 -0.0825
C -4.811 -1.697 3.349 0.4055
C -5.114 -1.454 4.791 -1.2179
N -3.525 -2.283 3.189 -0.3459
H -7.609 1.010 1.154 0.3313
H -5.965 0.903 0.574 0.2397
H -6.222 1.962 1.885 -0.0103
H -4.690 -0.826 1.328 0.5247
H -4.130 0.238 2.635 -0.1326
H -5.598 -2.343 2.958 0.0991
H -4.339 -0.911 5.330 -0.0495
H -5.125 -2.415 5.306 0.4253
H -6.008 -0.837 4.882 0.3739
H -3.462 -3.072 3.816 0.2580
H -3.181 -2.590 2.291 0.1116
C -1.400 -7.024 -4.480 -0.8609
O -0.811 -5.816 -4.056 -0.1588
C -1.565 -5.083 -3.082 -1.0711
C -1.029 -3.615 -2.814 2.7765
C 0.242 -3.740 -1.958 -1.3774
N -1.970 -2.816 -2.085 -0.7358
H -1.417 -7.716 -3.638 0.2886
H -0.729 -7.336 -5.281 0.2255
H -2.411 -6.927 -4.874 0.3490
H -2.524 -5.057 -3.600 0.4980
H -1.664 -5.720 -2.203 0.3890
H -0.808 -3.050 -3.719 -1.6782
H 1.004 -4.355 -2.437 0.2434
H 0.016 -4.195 -0.993 0.4073
H 0.620 -2.751 -1.700 0.2690
H -1.448 -2.050 -1.684 0.1388
H -2.344 -3.300 -1.282 0.3107
```

=====

In hartree, relative to the most stable structure: one 0.0000; two 0.0049.

=====

one.
Density functional theory data (ωB97M-V with the def2-TZVPD basis set) for an isolated molecule of C2H6NO4P.

Summary:
gap between HOMO and LUMO (spin up / spin down) = 0.274 / 0.315 Eh
LUMO (spin up / spin down) = -0.0894 / -0.0433 Eh
total charge = 0

XYZ file:
```
14
Properties=species:S:1:pos:R:3:mulliken_charge:R:1
C -1.832 -0.491 -0.397 -0.3876
C -0.873 -0.057 0.865 -0.3969
N -1.586 0.177 -1.531 -0.5081
O 2.609 -1.338 0.086 -0.5872
O 0.270 -0.838 0.794 -0.2356
O 3.096 1.486 -0.052 -0.3012
O 1.820 1.047 0.268 -0.1452
P 1.439 -0.468 -0.272 0.6247
H -1.697 -1.507 -0.426 0.3721
H -2.830 -0.237 -0.100 0.3756
H -0.794 1.071 0.766 0.2769
H -1.163 -0.501 1.854 0.3185
H -1.903 1.077 -1.771 0.2444
H 3.446 0.578 -0.084 0.3496
```

=====

two.
Density functional theory data (ωB97M-V with the def2-TZVPD basis set) for an isolated molecule of C2H6NO4P.

Summary:
gap between HOMO and LUMO (spin up / spin down) = 0.296 / 0.295 Eh
LUMO (spin up / spin down) = -0.0512 / -0.0526 Eh
structure (SMILES) = COP(=O)(N=O)OC
total charge = 0

XYZ file:
```
14
Properties=species:S:1:pos:R:3:mulliken_charge:R:1
C -0.511 1.961 0.949 -0.7213
O -1.319 0.722 1.173 -0.2586
P -1.171 -0.541 0.194 0.9021
O -1.891 -2.071 0.943 -0.6498
N -2.078 -0.235 -1.337 0.0699
O -3.078 0.405 -1.147 -0.2451
O 0.371 -0.702 -0.026 -0.2004
C 0.843 -1.864 -0.634 -0.7247
H -0.675 2.387 1.920 0.2832
H -0.948 2.427 0.140 0.3346
H 0.471 1.789 1.057 0.3449
H 2.028 -1.914 -0.369 0.2101
H 0.975 -1.910 -1.728 0.3110
H 0.371 -2.814 -0.274 0.3441
```

=====

In hartree, relative to the most stable structure: one 0.0486; two 0.0000.